Entry from the OMol25 dataset: a structure of composition C45H39N11O4PPb (wB97M-V/def2-TZVPD).

Last column: Löwdin charge in e.
Geometry (Å):
Pb 0.12 -1.41 -1.35  1.54
O 1.85 3.57 -1.97  0.12
C 1.39 2.28 -1.95  -0.40
O 1.18 1.61 -0.94  0.04
C 1.17 1.65 -3.31  -0.17
C 1.54 2.34 -4.42  0.05
C 1.35 1.67 -5.66  -0.01
C 0.78 0.44 -5.78  0.01
C 0.33 -0.13 -4.55  -0.17
N 0.62 0.41 -3.36  0.12
C -0.42 -1.43 -4.57  -0.42
O -1.13 -1.66 -5.65  0.17
O -0.48 -2.24 -3.62  -0.06
H 1.96 3.82 -1.03  0.15
H 2.06 3.28 -4.40  0.13
H 1.75 2.15 -6.58  0.14
H 0.77 0.06 -6.77  0.12
H -1.05 -0.90 -6.29  0.15
C -3.82 2.00 -3.23  -0.10
C -2.75 2.27 -2.33  -0.10
C -2.38 1.29 -1.44  -0.07
C -2.90 -0.03 -1.47  -0.31
C -3.97 -0.31 -2.38  0.00
C -4.41 0.74 -3.20  -0.10
N -2.31 -1.08 -0.77  -0.05
C -2.74 -1.60 0.35  -0.25
C -3.91 -1.13 1.06  0.00
C -4.25 -1.66 2.28  -0.06
C -3.46 -2.65 2.90  -0.08
C -2.32 -3.14 2.27  -0.02
C -2.03 -2.66 0.98  -0.24
N -0.95 -3.11 0.28  -0.05
N -0.20 -4.08 0.76  0.03
C 0.47 -4.73 -0.18  -0.34
C 0.98 -6.06 0.15  0.01
C 1.55 -6.75 -0.88  -0.07
C 1.67 -6.17 -2.18  -0.04
C 1.11 -4.91 -2.35  -0.20
N 0.65 -4.17 -1.41  0.04
H -4.28 2.75 -3.88  0.10
H -2.36 3.32 -2.32  0.12
H -1.61 1.50 -0.67  0.09
H -4.43 -1.29 -2.45  0.12
H -5.24 0.57 -3.84  0.09
H -4.46 -0.31 0.69  0.10
H -5.16 -1.30 2.81  0.12
H -3.77 -3.09 3.84  0.10
H -1.72 -3.89 2.73  0.10
H 0.75 -6.51 1.14  0.12
H 1.96 -7.74 -0.75  0.10
H 2.18 -6.62 -3.00  0.09
H 0.94 -4.50 -3.40  0.12
N 0.93 -1.76 2.25  0.18
C 2.12 -1.36 1.72  -0.44
N 3.01 -0.81 2.52  0.18
C 4.17 -0.48 1.91  -0.40
N 5.16 0.21 2.55  0.16
N 4.50 -0.84 0.65  0.15
C 3.52 -1.33 -0.07  -0.32
N 2.32 -1.59 0.39  0.09
C 3.79 -1.38 -1.54  -0.21
C 4.88 -0.57 -1.96  0.00
C 5.12 -0.32 -3.30  -0.05
C 4.40 -1.09 -4.21  -0.07
C 3.43 -1.95 -3.72  -0.15
N 3.15 -2.13 -2.42  0.11
H 0.87 -1.72 3.27  0.11
H 0.51 -2.57 1.78  0.05
H 5.02 0.66 3.46  0.12
H 5.97 0.49 2.01  0.11
H 5.47 -0.09 -1.17  0.11
H 5.83 0.43 -3.63  0.11
H 4.63 -1.09 -5.31  0.13
H 2.92 -2.59 -4.42  0.10
C 1.19 2.24 2.53  -0.27
P -0.64 1.99 2.53  0.97
C -1.43 3.57 2.27  -0.40
C -2.78 3.63 1.83  -0.09
C -3.44 4.88 1.70  -0.08
C -2.81 6.02 2.21  -0.09
C -1.50 5.95 2.69  -0.10
C -0.78 4.77 2.67  -0.11
C -0.83 1.69 4.27  -0.42
C -1.13 0.40 4.67  -0.10
C -1.51 0.14 6.04  -0.06
C -1.55 1.20 6.94  -0.09
C -1.02 2.45 6.61  -0.07
C -0.67 2.70 5.27  -0.06
H 1.49 3.23 2.89  0.02
H 1.51 2.13 1.48  0.00
H 1.68 1.47 3.16  0.04
H -3.27 2.70 1.46  0.10
H -4.45 4.87 1.32  0.10
H -3.33 7.00 2.28  0.12
H -1.11 6.87 3.15  0.11
H 0.28 4.72 3.00  0.09
H -1.09 -0.44 3.98  0.07
H -1.76 -0.87 6.32  0.09
H -2.04 1.12 7.93  0.11
H -0.95 3.29 7.25  0.09
H -0.44 3.71 4.90  0.09

Computed properties:
spin multiplicity: 1
energy above the lowest of the compared OMol25 structures with the same formula, charge and spin: 0.0 kcal/mol
net charge: +1
LUMO level: -3.67 eV
HOMO: -9.07 eV

Entry from the OMol25 dataset: a structure of composition C45H39N3O4Sn (wB97M-V/def2-TZVPD).

Last column: Löwdin charge in e.
Geometry (Å):
Sn -0.65 -1.99 1.24  1.30
C -4.35 -4.73 1.77  -0.04
C -3.48 -3.52 2.06  -0.53
O -2.25 -3.67 1.82  -0.23
C -4.09 -2.37 2.54  -0.07
C -3.47 -1.12 2.79  -0.34
C -4.36 -0.05 3.39  -0.06
N -2.23 -0.83 2.52  -0.06
N -1.87 0.48 2.86  0.05
C -0.78 0.87 2.26  -0.51
O -0.07 0.19 1.43  -0.24
C -0.33 2.27 2.56  -0.14
C 0.57 2.89 1.71  -0.03
C 1.00 4.19 1.95  -0.08
C 0.52 4.88 3.06  -0.12
C -0.39 4.26 3.91  -0.11
C -0.82 2.97 3.66  -0.04
H -4.32 -4.93 0.69  0.07
H -3.93 -5.61 2.27  0.07
H -5.39 -4.60 2.08  0.06
H -5.16 -2.42 2.72  0.08
H -5.36 -0.44 3.56  0.06
H -3.93 0.32 4.32  0.07
H -4.42 0.81 2.71  0.07
H 0.93 2.34 0.85  0.09
H 1.71 4.65 1.28  0.10
H 0.85 5.89 3.25  0.09
H -0.77 4.80 4.78  0.09
H -1.52 2.47 4.32  0.10
O -2.02 -1.62 -0.26  -0.36
C -2.02 -1.24 -1.58  -0.48
C -1.20 -2.21 -2.47  -0.06
C 0.31 -2.15 -2.43  -0.28
C 1.02 -2.51 -3.57  -0.06
C 2.40 -2.52 -3.52  -0.07
C 3.04 -2.17 -2.35  0.00
C 2.26 -1.79 -1.25  -0.23
C 2.89 -1.38 0.05  -0.08
C 4.29 -0.68 -0.08  -0.57
O 5.24 -1.50 -0.54  -0.25
C 4.13 0.59 -0.98  -0.12
C 5.22 0.93 -1.78  -0.03
C 5.19 2.08 -2.56  -0.11
C 4.08 2.90 -2.56  -0.13
C 2.98 2.55 -1.79  -0.10
C 3.00 1.40 -1.01  -0.03
C 4.63 -0.12 1.34  -0.12
C 5.92 -0.34 1.81  -0.03
C 6.32 0.14 3.05  -0.11
C 5.44 0.86 3.84  -0.14
C 4.14 1.09 3.38  -0.10
C 3.75 0.60 2.14  -0.03
N 0.92 -1.79 -1.30  0.14
C -3.48 -1.35 -2.09  -0.12
C -4.46 -1.89 -1.26  0.00
C -5.77 -2.02 -1.70  -0.09
C -6.13 -1.60 -2.97  -0.13
C -5.16 -1.05 -3.80  -0.11
C -3.85 -0.92 -3.36  -0.04
C -1.62 0.23 -1.75  -0.13
C -0.92 0.72 -2.84  -0.03
C -0.65 2.08 -2.96  -0.10
C -1.09 2.96 -1.99  -0.11
C -1.79 2.48 -0.89  -0.08
C -2.05 1.13 -0.78  -0.01
H -1.51 -2.12 -3.51  0.10
H -1.52 -3.21 -2.14  0.14
H 0.48 -2.78 -4.47  0.10
H 2.98 -2.80 -4.40  0.09
H 4.12 -2.16 -2.21  0.10
H 3.08 -2.28 0.65  0.13
H 2.15 -0.79 0.59  0.06
H 6.06 0.25 -1.76  0.11
H 6.05 2.33 -3.18  0.08
H 4.05 3.80 -3.17  0.08
H 2.09 3.17 -1.79  0.08
H 2.12 1.13 -0.44  0.09
H 6.56 -0.93 1.17  0.10
H 7.33 -0.05 3.40  0.08
H 5.75 1.24 4.81  0.08
H 3.43 1.64 3.99  0.09
H 2.73 0.78 1.82  0.09
H -4.16 -2.20 -0.26  0.10
H -6.51 -2.44 -1.03  0.09
H -7.15 -1.69 -3.31  0.08
H -5.43 -0.70 -4.79  0.09
H -3.11 -0.47 -4.01  0.11
H -0.54 0.04 -3.60  0.11
H -0.08 2.44 -3.81  0.09
H -0.86 4.02 -2.07  0.09
H -2.12 3.16 -0.11  0.10
H -2.58 0.74 0.09  0.11

Computed properties:
spin multiplicity: 1
energy above the lowest of the compared OMol25 structures with the same formula, charge and spin: 0.0 kcal/mol
net charge: -2
LUMO level: 4.37 eV
HOMO: -1.98 eV

Entry from the OMol25 dataset: a structure of composition C45H40AsN6O4SeY (wB97M-V/def2-TZVPD).

Last column: Löwdin charge in e.
Geometry (Å):
Y -0.04 0.95 -1.24  1.56
C 2.33 3.08 6.17  -0.05
O 2.07 2.25 5.04  -0.08
C 2.83 1.14 4.90  -0.22
C 3.85 0.74 5.76  0.00
C 4.54 -0.44 5.51  -0.06
C 4.22 -1.24 4.43  -0.07
C 3.20 -0.85 3.57  -0.02
C 2.52 0.34 3.79  -0.16
N 1.46 0.76 2.96  0.17
C 1.47 0.81 1.61  -0.34
N 2.65 0.67 0.99  0.17
C 3.02 0.33 -0.34  -0.19
C 2.14 0.18 -1.42  -0.23
C 2.72 -0.18 -2.65  -0.16
C 4.08 -0.38 -2.80  -0.08
C 4.93 -0.23 -1.71  -0.01
C 4.41 0.13 -0.48  -0.23
O 5.14 0.29 0.65  -0.10
C 6.54 0.06 0.60  -0.05
N 0.35 1.04 0.94  -0.03
C -0.90 0.95 1.63  -0.25
C -1.69 2.08 1.82  -0.03
C -2.93 1.98 2.43  -0.07
C -3.39 0.75 2.85  -0.06
C -2.62 -0.40 2.67  0.00
C -1.37 -0.30 2.07  -0.24
O -0.53 -1.35 1.85  -0.12
C -0.89 -2.61 2.42  -0.04
H 3.35 3.48 6.14  0.10
H 2.16 2.54 7.10  0.10
H 1.62 3.90 6.09  0.10
H 4.11 1.34 6.62  0.11
H 5.33 -0.73 6.19  0.12
H 4.75 -2.16 4.25  0.11
H 2.91 -1.48 2.74  0.12
H 0.68 1.22 3.41  0.16
H 3.45 0.65 1.61  0.13
H 2.09 -0.32 -3.52  0.09
H 4.50 -0.66 -3.75  0.11
H 5.99 -0.39 -1.82  0.11
H 7.03 0.75 -0.09  0.10
H 6.75 -0.97 0.30  0.10
H 6.91 0.23 1.60  0.10
H -1.29 3.04 1.50  0.11
H -3.53 2.87 2.58  0.11
H -4.35 0.66 3.33  0.12
H -2.99 -1.35 3.01  0.11
H -0.07 -3.29 2.19  0.10
H -1.82 -2.99 1.98  0.08
H -1.01 -2.53 3.50  0.11
O -2.00 0.34 -2.12  -0.61
As -2.69 -1.18 -2.37  1.25
C -1.19 -2.37 -2.43  -0.31
C -0.38 -2.40 -1.30  -0.14
C 0.82 -3.08 -1.34  -0.06
C 1.20 -3.75 -2.49  -0.04
C 0.38 -3.73 -3.61  -0.05
C -0.82 -3.03 -3.59  -0.07
C -3.66 -1.22 -4.00  -0.32
C -4.40 -2.36 -4.30  -0.09
C -5.10 -2.43 -5.49  -0.05
C -5.06 -1.35 -6.37  -0.05
C -4.33 -0.22 -6.07  -0.06
C -3.62 -0.14 -4.88  -0.08
C -3.80 -1.62 -0.88  -0.30
C -4.73 -0.69 -0.42  -0.08
C -5.58 -1.03 0.61  -0.07
C -5.52 -2.30 1.18  -0.06
C -4.60 -3.23 0.72  -0.07
C -3.74 -2.89 -0.32  -0.10
H -0.68 -1.92 -0.37  0.08
H 1.47 -3.09 -0.46  0.12
H 2.14 -4.29 -2.52  0.12
H 0.68 -4.25 -4.51  0.12
H -1.44 -3.00 -4.47  0.11
H -4.44 -3.19 -3.60  0.11
H -5.68 -3.31 -5.73  0.12
H -5.61 -1.41 -7.30  0.12
H -4.31 0.61 -6.76  0.11
H -3.05 0.74 -4.64  0.10
H -4.78 0.29 -0.87  0.11
H -6.31 -0.31 0.97  0.12
H -6.20 -2.56 1.98  0.12
H -4.56 -4.22 1.16  0.12
H -3.02 -3.63 -0.68  0.11
Se -2.56 4.38 -1.66  1.22
N -1.48 5.77 -1.89  -0.18
C -0.24 5.34 -1.85  -0.37
C 0.97 6.09 -2.00  0.04
C 2.14 5.40 -1.94  -0.01
C 2.16 3.97 -1.73  -0.05
N 1.08 3.25 -1.58  0.05
C -0.10 3.93 -1.63  -0.48
N -1.20 3.23 -1.49  -0.31
H 0.93 7.15 -2.16  0.14
H 3.09 5.90 -2.05  0.12
H 3.11 3.45 -1.70  0.13

Computed properties:
spin multiplicity: 1
net charge: +2
LUMO level: -6.35 eV
HOMO: -12.22 eV

Entry from the OMol25 dataset: a structure of composition C45H40BrCl2F9N4O3P2SZr (wB97M-V/def2-TZVPD).

Last column: Löwdin charge in e.
Geometry (Å):
Zr -0.78 0.59 -0.09  1.44
F -4.69 6.08 1.46  0.17
C -4.37 4.88 1.01  -0.13
C -3.04 4.58 0.75  -0.16
F -2.11 5.51 0.90  0.12
C -2.75 3.33 0.28  -0.26
F -1.46 3.00 0.03  -0.03
C -3.69 2.37 0.01  -0.48
S -3.21 0.87 -0.77  0.73
C -5.00 2.69 0.29  -0.22
F -5.97 1.81 0.05  0.11
C -5.34 3.93 0.80  -0.13
F -6.61 4.22 1.06  0.16
F 2.11 -6.33 1.13  0.18
C 1.34 -5.27 1.21  -0.12
C 0.17 -5.32 1.95  -0.12
F -0.16 -6.43 2.58  0.17
C -0.64 -4.20 2.03  -0.21
F -1.71 -4.30 2.81  0.13
C -0.33 -3.02 1.37  -0.29
P -1.32 -1.50 1.63  1.07
C -3.06 -1.94 1.49  -0.37
C -3.48 -3.13 0.89  -0.10
C -4.84 -3.38 0.75  -0.05
C -5.78 -2.46 1.20  -0.05
C -5.36 -1.27 1.78  -0.05
C -4.00 -1.01 1.92  -0.13
C -0.96 -1.27 3.41  -0.34
C 0.37 -1.03 3.77  -0.13
C 0.72 -0.91 5.10  -0.09
C -0.25 -1.03 6.09  -0.05
C -1.57 -1.26 5.74  -0.05
C -1.93 -1.39 4.40  -0.06
C 0.86 -3.00 0.65  -0.53
Br 1.49 -1.43 -0.18  1.00
C 1.69 -4.10 0.57  -0.26
F 2.82 -4.05 -0.12  0.11
H -2.76 -3.86 0.54  0.11
H -5.16 -4.31 0.29  0.12
H -6.83 -2.67 1.10  0.12
H -6.09 -0.55 2.12  0.12
H -3.68 -0.07 2.35  0.10
H 1.13 -0.92 3.01  0.10
H 1.75 -0.73 5.38  0.11
H 0.02 -0.95 7.13  0.12
H -2.33 -1.35 6.51  0.12
H -2.96 -1.60 4.15  0.10
N -1.46 -1.33 -1.23  0.01
C -2.22 -1.96 -1.83  -0.12
C -3.16 -2.78 -2.52  -0.22
C -2.78 -4.07 -2.90  -0.02
C -3.68 -4.86 -3.59  -0.04
C -4.95 -4.37 -3.89  -0.03
C -5.32 -3.09 -3.50  -0.04
C -4.43 -2.28 -2.82  -0.01
H -1.79 -4.44 -2.66  0.13
H -3.40 -5.87 -3.88  0.12
H -5.65 -5.00 -4.42  0.12
H -6.31 -2.72 -3.73  0.12
H -4.72 -1.29 -2.50  0.11
O 0.59 1.16 -1.46  -0.49
P 0.25 1.68 -2.90  0.59
N -0.74 2.97 -2.78  -0.16
C -1.98 3.28 -3.55  -0.18
C -2.35 4.67 -3.07  -0.14
C -1.00 5.35 -2.92  -0.14
C -0.10 4.26 -2.33  -0.16
N 1.65 2.12 -3.56  -0.20
C 1.66 2.68 -4.94  -0.15
C 3.12 2.50 -5.39  -0.14
C 3.66 1.38 -4.50  -0.16
C 3.00 1.66 -3.16  -0.16
N -0.51 0.43 -3.65  -0.16
C -1.30 0.53 -4.92  -0.17
C -0.64 -0.45 -5.87  -0.15
C -0.16 -1.56 -4.94  -0.14
C 0.35 -0.79 -3.73  -0.19
H -2.75 2.53 -3.34  0.10
H -1.80 3.32 -4.62  0.11
H -2.87 4.62 -2.11  0.10
H -3.01 5.17 -3.78  0.13
H -1.03 6.23 -2.27  0.12
H -0.63 5.67 -3.89  0.12
H -0.09 4.30 -1.25  0.10
H 0.93 4.33 -2.68  0.11
H 1.36 3.73 -4.93  0.11
H 0.97 2.13 -5.58  0.10
H 3.68 3.42 -5.21  0.12
H 3.18 2.28 -6.45  0.12
H 4.75 1.38 -4.44  0.12
H 3.34 0.40 -4.88  0.11
H 3.53 2.47 -2.65  0.13
H 2.95 0.81 -2.49  0.10
H -1.33 1.54 -5.31  0.09
H -2.33 0.22 -4.71  0.12
H 0.21 0.02 -6.38  0.11
H -1.34 -0.79 -6.64  0.12
H 0.61 -2.18 -5.38  0.12
H -1.00 -2.20 -4.66  0.10
H 1.40 -0.52 -3.87  0.10
H 0.29 -1.37 -2.81  0.04
Cl 1.60 2.00 4.05  0.72
C -0.03 2.29 3.49  -0.97
Cl -0.28 4.02 3.14  0.70
C -0.36 1.55 2.20  -0.73
O 0.56 1.24 1.35  -0.19
O -1.54 1.25 1.90  -0.16
H -0.73 2.01 4.26  0.08

Computed properties:
spin multiplicity: 1
energy above the lowest of the compared OMol25 structures with the same formula, charge and spin: 17.7 kcal/mol
net charge: +2
LUMO level: -5.61 eV
HOMO: -13.31 eV

Entry from the OMol25 dataset: a structure of composition C45H40BrNOOsP2S2Si (wB97M-V/def2-TZVPD).

Last column: Löwdin charge in e.
Geometry (Å):
Os -0.04 0.19 0.64  1.06
C -3.82 0.61 1.54  -0.15
Si -2.42 0.30 0.30  0.56
C -2.68 -1.52 -0.20  -0.30
C -3.74 -1.90 -1.02  -0.08
C -4.13 -3.23 -1.10  -0.04
C -3.50 -4.18 -0.31  -0.04
C -2.45 -3.82 0.52  -0.11
C -2.01 -2.50 0.53  -0.42
P -0.46 -2.01 1.48  0.70
C 1.41 -0.65 2.14  -0.39
C 1.26 0.06 3.34  -0.12
C 2.08 1.15 3.60  -0.05
C 3.03 1.57 2.67  -0.05
C 3.18 0.88 1.48  -0.05
C 2.36 -0.22 1.19  -0.23
C -0.96 -2.40 3.19  -0.38
C -1.87 -1.54 3.80  -0.11
C -2.31 -1.80 5.09  -0.05
C -1.84 -2.91 5.77  -0.05
C -0.94 -3.78 5.16  -0.04
C -0.50 -3.52 3.87  -0.10
C -2.52 1.87 -0.79  -0.30
C -3.47 2.10 -1.77  -0.06
C -3.55 3.34 -2.41  -0.05
C -2.67 4.36 -2.07  -0.05
C -1.70 4.14 -1.09  -0.08
C -1.64 2.91 -0.45  -0.41
P -0.48 2.54 0.91  0.95
C -1.44 2.97 2.39  -0.38
C -2.18 4.15 2.41  -0.07
C -2.91 4.48 3.54  -0.04
C -2.92 3.64 4.64  -0.04
C -2.19 2.46 4.62  -0.05
C -1.45 2.12 3.49  -0.12
C 0.89 3.72 0.90  -0.36
C 1.28 4.35 2.08  -0.08
C 2.38 5.19 2.07  -0.06
C 3.10 5.40 0.90  -0.05
C 2.73 4.75 -0.27  -0.05
C 1.63 3.90 -0.27  -0.09
H -4.77 0.44 1.02  0.05
H -3.82 1.63 1.91  0.03
H -3.79 -0.07 2.39  0.02
H -4.29 -1.15 -1.58  0.10
H -4.93 -3.52 -1.77  0.12
H -3.83 -5.21 -0.33  0.12
H -1.98 -4.56 1.14  0.10
H 0.57 -0.29 4.10  0.11
H 1.97 1.68 4.54  0.13
H 3.66 2.41 2.89  0.12
H 3.93 1.18 0.76  0.13
H 2.57 -0.81 0.31  0.02
H -2.24 -0.68 3.26  0.06
H -3.04 -1.15 5.56  0.11
H -2.17 -3.12 6.78  0.12
H -0.58 -4.65 5.68  0.12
H 0.18 -4.22 3.40  0.06
H -4.17 1.32 -2.05  0.11
H -4.29 3.51 -3.17  0.12
H -2.73 5.32 -2.56  0.12
H -1.01 4.93 -0.82  0.12
H -2.18 4.82 1.56  0.11
H -3.48 5.40 3.55  0.12
H -3.50 3.90 5.51  0.12
H -2.20 1.79 5.47  0.11
H -0.88 1.20 3.46  0.05
H 0.73 4.19 3.00  0.11
H 2.68 5.70 2.98  0.12
H 3.95 6.06 0.89  0.12
H 3.29 4.90 -1.18  0.12
H 1.34 3.40 -1.18  0.10
C -0.78 2.15 -4.45  -0.02
C -0.07 0.99 -3.82  -0.22
C 0.39 -0.08 -4.58  0.02
C 1.14 -1.07 -3.97  -0.08
C 1.34 -0.99 -2.60  -0.70
Br 2.59 -2.22 -1.88  0.87
N 0.81 -0.05 -1.82  -0.01
C 0.16 0.94 -2.46  -0.11
H -0.19 2.56 -5.26  0.10
H -0.98 2.94 -3.73  0.06
H -1.73 1.83 -4.87  0.10
H 0.21 -0.12 -5.65  0.14
H 1.59 -1.87 -4.53  0.11
H -0.19 1.75 -1.84  0.06
C 4.13 -5.19 0.91  -0.05
O 2.82 -4.72 0.56  -0.24
C 2.19 -3.90 1.38  -1.16
S 2.77 -3.33 2.80  0.81
S 0.56 -3.69 0.70  0.80
H 4.43 -5.85 0.10  0.10
H 4.09 -5.74 1.85  0.09
H 4.82 -4.36 1.01  0.09

Computed properties:
spin multiplicity: 5
energy above the lowest of the compared OMol25 structures with the same formula, charge and spin: 74.1 kcal/mol
net charge: +2
LUMO level (alpha / beta): -5.20 / -7.37 eV
⟨S²⟩: 6.024
HOMO (alpha / beta): -12.87 / -13.39 eV

Number 1: molecular weight 1036.1 g/mol, calculated total energy -86410.566 eV. Number 2: molecular weight 804.5 g/mol, calculated total energy -65793.011 eV. Number 3: molecular weight 971.6 g/mol, calculated total energy -191661.958 eV. Number 4: molecular weight 1191.9 g/mol, calculated total energy -209647.961 eV. Number 5: molecular weight 1035.1 g/mol, calculated total energy -171471.781 eV.